One molecule with the formula C20H18O5. Source: the OMol25 dataset; level of theory: ωB97M-V/def2-TZVPD.

electronic energy	-1149.007817	Ha
relative energy (zero: lowest compared OMol25 entry of this formula, charge and spin)	69.0	kcal/mol
strongest force on any atom	0.1048	Eh/bohr
SMILES	C=C(C)[C@@H]1Cc2cc3c(cc2O1)OC[C@@]1(O)c2ccc(O)cc2O[C@@H]31
molar mass	338.36	g/mol
HOMO	-8.3	eV

Last column: natural (NBO) charge in e.
Element x y z (Å)
C -1.17895 -0.63978 -3.16016  0.202
H 0.58607 0.85375 0.36272  0.203
O -0.47537 -0.40148 -4.33265  -0.721
C -3.60686 -0.22087 -4.08848  -0.145
C 1.74791 -2.49336 -0.74221  -0.337
C 3.76799 -1.39122 1.94339  0.048
C -1.22971 -2.20219 -3.02884  -0.079
H 4.11880 -3.48820 4.62631  0.199
H 2.13957 -3.43219 -0.90442  0.226
C 2.69123 -0.32939 2.03863  -0.436
C 3.78114 -3.07439 3.70981  -0.416
C -0.57324 0.19586 -1.99189  0.069
C -4.05906 1.13764 -1.67028  -0.303
C -2.53683 0.02316 -3.15604  -0.151
C 2.36641 -1.81734 0.31934  0.338
H 5.43746 -1.41936 5.02654  0.228
C 0.43423 -0.55137 -1.21810  -0.192
H 0.42427 -0.75972 -4.36954  0.483
O -6.31699 1.33312 -2.15645  -0.698
H -1.54699 -2.67988 -3.95399  0.214
C 1.04514 0.06775 -0.01753  -0.113
H -0.08164 1.06453 -2.47089  0.209
H -5.70527 -0.08617 -4.49095  0.225
H 3.12386 0.66682 2.06139  0.227
H 5.76918 -0.41202 3.58188  0.211
H 4.38265 0.02785 4.49337  0.217
C 0.72079 -1.91015 -1.50608  0.415
C 4.13694 -1.83824 3.33130  0.013
C 5.01541 -0.87297 4.20445  -0.642
H 3.07920 -3.65183 2.98199  0.224
C 2.03399 -0.54431 0.71475  -0.116
H -3.49364 -0.79773 -4.98993  0.216
C -5.08128 1.03359 -2.57368  0.311
O 3.27660 -2.43490 1.10386  -0.464
H 2.06404 -0.54649 2.95047  0.226
H -6.82035 2.00874 -2.66930  0.494
H -4.15077 1.57731 -0.72216  0.229
H -1.94071 -2.50825 -2.29356  0.185
H 4.64443 -0.85257 1.63536  0.181
C -2.76769 0.72949 -2.03555  0.328
O -1.70589 0.77762 -1.25201  -0.478
C -4.89683 0.28578 -3.79357  -0.305
O -0.02847 -2.72091 -2.39219  -0.526